Formula: C29H37N7O4Sc
Source: the Open Molecules 2025 dataset
Level of theory: the ωB97M-V functional and the def2-TZVPD basis

```
! RIJCOSX wB97M-V def2-TZVPD def2/J DEFGRID3
* xyz -1 1
Sc -0.23 -0.19 -0.28
C 4.20 0.24 -0.37
C 2.92 -0.56 -0.38
O 1.85 0.13 -0.22
C 2.97 -1.92 -0.54
C 1.82 -2.78 -0.54
C 2.06 -4.26 -0.71
N 0.61 -2.33 -0.39
N -0.38 -3.32 -0.41
C -1.52 -2.80 -0.07
O -1.71 -1.58 0.28
C -2.71 -3.70 -0.07
C -3.97 -3.16 0.18
C -5.10 -3.97 0.17
C -4.98 -5.33 -0.08
C -3.72 -5.88 -0.33
C -2.60 -5.07 -0.33
H 4.16 0.98 -1.17
H 5.08 -0.39 -0.50
H 4.28 0.77 0.58
H 3.93 -2.39 -0.66
H 3.12 -4.47 -0.83
H 1.52 -4.62 -1.59
H 1.67 -4.81 0.14
H -4.04 -2.10 0.37
H -6.07 -3.54 0.36
H -5.86 -5.96 -0.09
H -3.63 -6.94 -0.53
H -1.62 -5.47 -0.52
C -1.06 1.63 3.62
C -1.32 1.38 2.16
O -0.33 0.83 1.53
C -2.53 1.73 1.61
C -2.92 1.56 0.24
C -4.29 2.04 -0.16
N -2.14 1.01 -0.63
N -2.65 0.91 -1.92
C -1.84 0.23 -2.68
O -0.72 -0.29 -2.30
C -2.24 0.03 -4.10
C -1.44 -0.75 -4.93
C -1.79 -0.95 -6.25
C -2.94 -0.38 -6.77
C -3.75 0.41 -5.95
C -3.40 0.61 -4.62
H -0.94 0.67 4.13
H -1.86 2.19 4.09
H -0.12 2.17 3.73
H -3.25 2.19 2.27
H -4.78 2.53 0.68
H -4.89 1.19 -0.49
H -4.22 2.72 -1.01
H -0.55 -1.19 -4.50
H -1.17 -1.57 -6.89
H -3.22 -0.54 -7.80
H -4.65 0.86 -6.34
H -4.01 1.21 -3.96
C -1.63 4.92 0.12
N -0.67 4.44 -0.86
C -1.27 4.11 -2.14
C 0.37 3.62 -0.44
N 0.68 2.57 -1.11
N 1.01 4.06 0.73
C 1.43 5.45 0.77
C 1.97 3.16 1.32
H -2.42 4.18 0.30
H -2.09 5.84 -0.25
H -1.15 5.12 1.07
H -1.85 4.98 -2.48
H -1.93 3.24 -2.09
H -0.49 3.89 -2.86
H 1.54 2.15 -0.77
H 0.75 6.08 0.20
H 2.44 5.57 0.35
H 1.45 5.80 1.81
H 2.91 3.13 0.75
H 1.56 2.16 1.39
H 2.20 3.52 2.33
*
```

Calculated values
Energy above the lowest of the compared OMol25 structures with the same formula, charge and spin, kcal/mol: 0.0
Frontier orbital gap, eV: 6.99
HOMO level, eV: -4.280